Record 1
5
Properties=species:S:1:pos:R:3:lowdin_charge:R:1 method="wB97M-V/def2-TZVPD" e_lumo_ha=0.027 orbital_gap_ev=12.51 homo_energy_ha=-0.4329 total_charge=0 de_lowest_kj_mol=82.4 molar_mass_g_mol=80.5
N -0.230 -1.409 -0.708 0.23
N -0.054 -1.251 0.369 -0.33
O 0.139 -0.944 1.474 0.08
Cl -0.323 1.908 -1.097 0.23
H 0.469 1.696 -0.037 -0.20

=====

Record 2
6
Properties=species:S:1:pos:R:3:mulliken_spin:R:1 method="wB97M-V/def2-TZVPD" e_lumo_ha="0.232 / 0.206" orbital_gap_ev="5.55 / 7.67" homo_energy_ha="0.0283 / -0.0759" total_charge=-2 spin_multiplicity=3 de_lowest_kj_mol=111.5 molar_mass_g_mol=96.5
N -0.489 0.338 -0.337 0.53
N 0.530 0.002 0.344 0.57
O -1.417 -0.479 -0.780 0.46
O 1.390 0.968 0.490 0.44
Cl -3.313 12.573 -6.767 0.00
H -0.496 1.406 -0.671 0.00

=====

Record 3
8
Properties=species:S:1:pos:R:3:lowdin_charge:R:1 method="wB97M-V/def2-TZVPD" e_lumo_ha=-0.003 orbital_gap_ev=9.52 homo_energy_ha=-0.3533 total_charge=0 de_lowest_kj_mol=31.7 molar_mass_g_mol=120.5
N -0.661 0.751 -0.341 -0.32
N -3.712 -2.572 -0.560 0.21
N -0.928 -0.231 0.164 0.17
N -3.722 -1.433 -0.457 -0.31
N -0.105 1.604 -0.949 0.09
N -3.618 -0.255 -0.602 -0.51
Cl -4.322 0.867 0.390 0.58
H 0.036 2.605 -0.839 0.09

=====

Record 4
5
Properties=species:S:1:pos:R:3:lowdin_charge:R:1 method="wB97M-V/def2-TZVPD" e_lumo_ha=0.170 orbital_gap_ev=9.43 homo_energy_ha=-0.1763 total_charge=-1 de_lowest_kj_mol=129.2 molar_mass_g_mol=82.5
N -0.545 -0.082 -0.048 -0.30
O -1.226 -1.093 -0.057 -0.09
O -1.282 1.211 -0.034 -0.32
Cl 2.247 -0.156 -0.025 -0.07
H 0.806 0.121 0.164 -0.22

=====

Record 5
6
Properties=species:S:1:pos:R:3:lowdin_charge:R:1 method="wB97M-V/def2-TZVPD" e_lumo_ha=-0.065 orbital_gap_ev=9.34 homo_energy_ha=-0.4086 total_charge=0 de_lowest_kj_mol=145.2 molar_mass_g_mol=113.4
O -1.369 0.707 -0.590 0.01
N -0.680 -0.279 -0.549 -0.71
O -0.531 -1.128 -1.405 0.00
P 0.316 -0.501 0.917 0.87
Cl 0.852 1.802 1.467 -0.05
H 1.410 -0.601 0.160 -0.13

=====

Record 6
6
Properties=species:S:1:pos:R:3:lowdin_charge:R:1 method="wB97M-V/def2-TZVPD" e_lumo_ha="-0.068 / -0.068" orbital_gap_ev="8.04 / 8.04" homo_energy_ha="-0.3637 / -0.3637" total_charge=0 de_lowest_kj_mol=383.2 molar_mass_g_mol=116.5
O -0.866 0.728 0.972 -0.49
O -0.978 -1.453 -0.889 -0.38
O 1.312 -0.590 -0.674 -0.86
S -0.302 -0.194 -0.931 1.05
Cl 2.283 0.717 -0.283 0.66
H -1.449 0.792 1.804 0.02

=====

Record 7
2
Properties=species:S:1:pos:R:3:lowdin_charge:R:1 method="wB97M-V/def2-TZVPD" e_lumo_ha=-0.093 orbital_gap_ev=4.80 homo_energy_ha=-0.2694 total_charge=0 de_lowest_kj_mol=257.5 molar_mass_g_mol=42.4
Li 15.328 -19.694 12.787 0.85
Cl 18.405 -22.082 13.338 -0.85

=====

Record 8
3
Properties=species:S:1:pos:R:3:lowdin_charge:R:1 method="wB97M-V/def2-TZVPD" e_lumo_ha=-0.172 orbital_gap_ev=11.29 homo_energy_ha=-0.5865 total_charge=+1 de_lowest_kj_mol=18.2 molar_mass_g_mol=49.3
Li -7.998 -9.992 -9.820 0.66
Li -4.894 -9.810 -10.567 0.67
Cl -6.231 -10.673 -9.425 -0.32